{"formula": "C24H20BrFeN7O4", "method": "wB97M-V/def2-TZVPD", "elements": ["Fe", "O", "C", "O", "C", "C", "C", "C", "C", "C", "C", "C", "C", "N", "H", "H", "H", "H", "H", "H", "Br", "C", "C", "C", "C", "C", "C", "C", "O", "O", "H", "H", "H", "H", "N", "N", "N", "C", "N", "N", "H", "H", "H", "N", "C", "C", "C", "C", "C", "C", "H", "H", "H", "H", "H", "H", "H"], "xyz": [[1.19526, -0.15786, -0.02076], [4.69498, 0.94719, -1.62013], [3.56338, 0.81556, -1.18015], [2.87924, -0.26280, -1.04970], [2.76078, 2.06437, -0.76213], [3.31446, 3.34748, -0.94418], [2.57363, 4.44030, -0.60958], [1.27288, 4.26484, -0.07867], [0.44592, 5.35141, 0.28730], [-0.79426, 5.12949, 0.81336], [-1.25634, 3.81267, 1.00627], [-0.48261, 2.73943, 0.66046], [0.79690, 2.94342, 0.09666], [1.55773, 1.85878, -0.25596], [4.31186, 3.40014, -1.35570], [2.95986, 5.44500, -0.73871], [0.81589, 6.35882, 0.14096], [-1.42530, 5.96416, 1.08971], [-2.23710, 3.64935, 1.43399], [-0.81674, 1.72595, 0.83087], [-2.51074, -1.09804, -3.34510], [-3.31679, -1.05908, -1.63734], [-4.67428, -1.35374, -1.59622], [-5.35598, -1.35449, -0.39223], [-4.68414, -1.06371, 0.78594], [-3.33270, -0.77917, 0.74253], [-2.62288, -0.76888, -0.46109], [-1.16464, -0.44599, -0.38038], [-0.63058, -0.37573, 0.77784], [-0.46905, -0.20671, -1.38125], [-5.18953, -1.58153, -2.51880], [-6.41386, -1.58333, -0.37908], [-5.21055, -1.06046, 1.73124], [-2.78345, -0.55796, 1.64704], [2.35116, -1.46141, 4.89375], [2.24168, -0.64317, 3.78145], [2.41345, 0.65683, 3.84197], [2.29872, 0.99218, 2.56701], [2.06982, -0.08311, 1.79697], [2.04119, -1.12555, 2.59847], [2.33223, -0.84462, 5.69789], [1.54200, -2.07297, 4.90655], [2.39235, 1.99916, 2.20511], [1.29911, -2.22135, -0.02756], [0.60296, -2.94381, -1.05027], [-0.58854, -3.59193, -0.76277], [-1.26873, -4.26283, -1.76914], [-0.75624, -4.29359, -3.05696], [0.43398, -3.63487, -3.33600], [1.11285, -2.95191, -2.34133], [1.02810, -2.54041, 0.89555], [2.30253, -2.33873, -0.14427], [-0.98896, -3.56170, 0.24487], [-2.20259, -4.76034, -1.54098], [-1.28626, -4.81583, -3.84222], [0.83209, -3.64211, -4.34246], [2.02585, -2.40682, -2.55265]], "forces_ev_per_a": [[0.2, 0.0, -0.5], [-0.3, 0.1, 0.2], [-0.4, -0.1, -0.2], [0.2, 0.1, 0.2], [0.1, -0.2, 0.0], [-0.1, 0.0, 0.0], [0.0, -0.1, 0.0], [0.1, -0.1, 0.0], [0.0, 0.0, 0.0], [0.0, 0.1, 0.0], [0.0, -0.1, 0.0], [0.0, 0.1, 0.1], [0.0, 0.1, 0.0], [0.1, 0.0, 0.1], [0.0, 0.0, 0.0], [0.0, 0.0, 0.0], [0.0, 0.0, 0.0], [0.0, 0.0, 0.0], [0.0, 0.0, 0.0], [0.0, 0.0, 0.0], [0.0, 0.0, 0.0], [0.0, 0.0, 0.1], [0.0, 0.0, 0.0], [0.0, 0.0, 0.0], [0.0, 0.0, 0.0], [0.0, 0.0, 0.0], [-0.1, 0.0, 0.0], [-0.3, 0.3, 0.2], [-0.2, -0.1, 0.2], [0.6, 0.0, -0.2], [0.0, 0.0, 0.0], [0.0, 0.0, 0.0], [0.0, 0.0, 0.0], [0.0, 0.0, 0.0], [0.0, 0.0, 0.0], [0.0, 0.1, 0.0], [0.0, -0.1, 0.1], [0.2, -0.1, -0.1], [-0.3, 0.2, 0.0], [0.1, 0.0, 0.0], [0.0, 0.0, 0.0], [0.0, 0.0, 0.0], [0.0, 0.0, 0.0], [0.1, 0.1, 0.0], [-0.1, 0.0, 0.0], [0.0, 0.0, 0.0], [0.0, 0.0, 0.0], [0.0, 0.0, 0.0], [0.0, 0.0, 0.0], [0.0, 0.0, 0.0], [0.1, -0.1, 0.0], [0.0, 0.0, 0.1], [0.0, 0.0, 0.0], [0.0, 0.0, 0.0], [0.0, 0.0, 0.0], [0.0, 0.0, 0.0], [0.0, 0.0, 0.0]], "mulliken_charge": [0.319, -0.749, 0.064, -0.573, 0.830, -0.870, -0.740, 1.004, -0.858, -0.530, -0.901, -0.373, -0.064, 0.355, 0.560, 0.423, 0.392, 0.389, 0.467, 0.514, -0.104, 0.183, -0.678, -0.477, -0.793, -0.427, 0.023, 1.604, -0.776, -0.748, 0.438, 0.387, 0.401, 0.477, -0.616, 1.129, -0.967, -0.270, 0.820, -0.796, 0.325, 0.274, 0.551, -0.145, 0.284, -0.438, -0.544, -0.593, -0.646, -0.212, 0.364, 0.435, 0.283, 0.412, 0.373, 0.379, 0.429], "de_lowest_ev": 0.0000, "fmax_ev_per_a": 0.65, "orbital_gap_ev": 8.09, "total_energy_ha": -5448.6207, "lumo_energy_ev": -0.2}